[1]
7
Properties=species:S:1:pos:R:3:forces:R:3 method="wB97M-V/def2-TZVPD" mol_weight_g_mol=80.2 relative_energy_kj_mol=313.2 energy_ev=-22769.0428 lumo_energy_ev="-1.745 / -0.293" orbital_gap_ha="0.263 / 0.319"
C 1.144 -0.178 1.123 0.600 3.573 -2.286
S -0.805 0.253 -1.090 -0.732 -0.038 -0.726
S -1.640 -0.568 -2.679 0.231 -0.201 -0.220
H 1.140 0.044 2.140 -0.011 -0.094 1.598
H 1.261 0.789 0.445 -0.071 -2.536 1.468
H 0.863 -1.098 0.706 -0.129 -0.983 -0.369
H -1.963 0.758 -0.645 0.110 0.279 0.535

[2]
13
Properties=species:S:1:pos:R:3:forces:R:3 method="wB97M-V/def2-TZVPD" mol_weight_g_mol=85.1 relative_energy_kj_mol=258.1 energy_ev=-7796.9699 lumo_energy_ev=0.876 orbital_gap_ha=0.355
C -1.147 -1.070 0.314 -0.101 -0.124 0.155
O -0.888 -0.253 -0.776 0.003 -0.025 -0.034
C 0.496 0.178 -0.697 0.286 0.173 -0.079
C 0.561 1.656 -0.327 0.000 0.094 0.022
C 1.197 -0.675 0.330 -0.571 -0.171 0.060
N 0.202 -1.354 0.845 0.239 0.057 0.014
H -1.749 -0.563 1.085 0.071 -0.073 -0.099
H 0.320 -2.015 1.602 0.046 0.108 -0.099
H -1.658 -1.992 0.006 0.111 0.143 0.016
H 0.949 0.012 -1.681 -0.096 0.022 0.099
H -0.053 2.234 -1.022 0.090 -0.073 0.077
H 0.178 1.817 0.688 0.053 -0.036 -0.133
H 1.590 2.024 -0.366 -0.130 -0.094 0.002

[3]
23
Properties=species:S:1:pos:R:3:forces:R:3 method="wB97M-V/def2-TZVPD" mol_weight_g_mol=102.2 relative_energy_kj_mol=391.0 charge=+1 energy_ev=-7961.3798 lumo_energy_ev=-5.742 orbital_gap_ha=0.298
C -0.125 -0.410 -2.554 -2.058 0.498 -1.025
C 0.526 -0.565 -1.198 1.395 1.552 -2.142
C 0.848 0.509 -0.341 -0.737 0.678 -3.007
C -0.350 -0.906 0.031 1.411 -2.632 4.102
C 0.555 -1.631 1.194 -0.535 1.052 0.047
C 0.288 -1.030 2.584 -2.061 -0.201 -0.787
N -1.244 3.278 0.109 0.783 0.860 -0.499
H -0.271 -1.416 -3.035 0.333 1.123 0.339
H 0.312 0.347 -3.231 1.052 -0.921 0.328
H -1.110 0.108 -2.576 0.049 -0.780 0.851
H 1.360 -1.260 -1.289 -0.254 -0.260 0.291
H 0.138 1.327 -0.330 0.086 0.374 0.458
H 1.899 0.687 -0.133 -0.179 -0.625 1.740
H -1.054 -0.308 0.623 -0.070 0.497 -1.142
H -0.886 -1.769 -0.399 -0.113 0.493 -0.164
H 1.635 -1.540 1.013 -0.359 -0.328 -0.428
H 0.238 -2.662 1.219 0.317 -0.393 -0.064
H 0.571 0.040 2.659 -0.075 -0.713 0.158
H -0.840 -1.151 2.753 1.456 0.491 0.092
H 0.760 -1.677 3.306 0.331 0.248 0.449
H -1.172 4.223 0.499 0.189 -0.473 0.134
H -2.094 2.900 0.497 -0.427 -0.060 -0.423
H -1.300 3.472 -0.903 -0.534 -0.480 0.691

[4]
77
Properties=species:S:1:pos:R:3:forces:R:3 method="wB97M-V/def2-TZVPD" mol_weight_g_mol=1029.1 relative_energy_kj_mol=232.2 energy_ev=-318286.3211 lumo_energy_ev="-0.815 / -1.250" orbital_gap_ha="0.177 / 0.204" multiplicity=5
Co -14.597 -8.889 -7.989 -0.550 -0.656 0.435
O -13.540 -9.075 -6.397 -0.782 0.667 1.370
N -14.082 -8.290 -5.386 3.125 -1.697 -0.258
C -13.179 -8.020 -4.398 0.019 1.964 0.577
C -13.432 -6.937 -3.558 -0.154 -1.433 -0.215
C -14.745 -6.412 -3.536 -0.695 -1.197 -0.619
C -15.708 -6.901 -4.434 1.817 1.226 1.442
C -15.292 -7.773 -5.451 -2.275 0.637 -0.507
S -16.354 -8.047 -6.781 0.077 -0.351 0.756
H -12.206 -8.538 -4.349 -0.916 0.125 -0.649
H -12.639 -6.632 -2.877 -0.412 -0.022 -0.014
H -15.043 -5.779 -2.724 -0.035 0.615 0.006
H -16.706 -6.479 -4.452 0.082 -0.288 -0.030
Se -15.519 -10.399 -9.475 -0.807 -1.320 -0.983
Se -12.933 -12.286 -12.988 0.326 0.511 0.339
Te -11.699 -10.676 -11.674 -0.431 -0.282 0.123
Se -13.062 -10.394 -9.217 0.752 -0.224 -0.657
C -14.533 -7.461 -11.064 0.957 0.142 0.618
P -14.515 -7.141 -9.235 -0.168 0.793 -1.874
C -15.665 -5.675 -9.227 0.108 -0.124 -0.105
C -12.936 -6.304 -8.959 0.560 0.072 -1.287
C -11.945 -6.255 -9.953 -0.469 0.051 0.538
C -10.828 -5.471 -9.728 0.379 0.261 0.776
C -10.658 -4.743 -8.535 -2.257 -1.053 -0.078
C -11.645 -4.821 -7.522 1.141 0.102 -0.759
C -12.744 -5.640 -7.770 0.053 0.188 1.086
H -13.807 -8.270 -11.265 -0.265 0.478 -0.150
H -14.283 -6.524 -11.581 -0.099 -0.417 -0.197
H -15.513 -7.833 -11.336 -0.254 0.075 -0.050
H -15.209 -4.721 -9.584 -0.187 -0.848 0.310
H -16.033 -5.599 -8.212 -0.061 0.414 0.264
H -16.538 -5.914 -9.847 0.204 -0.005 0.045
H -12.097 -6.846 -10.855 0.316 0.326 0.066
H -10.031 -5.421 -10.443 0.179 -0.025 -0.423
H -9.824 -4.118 -8.426 1.106 0.708 0.213
H -11.479 -4.243 -6.591 -0.411 -0.617 -0.595
H -13.466 -5.850 -6.993 -0.211 0.394 0.253
C -16.229 -11.602 -4.984 -0.116 1.171 -1.593
Si -15.762 -12.969 -6.242 -0.019 -0.260 0.653
C -16.522 -14.617 -5.693 -1.180 -0.241 0.224
C -13.858 -13.132 -6.349 -0.602 -0.777 -0.395
Sb -16.897 -12.677 -8.705 0.597 1.180 0.549
Si -19.395 -11.881 -8.881 -0.543 0.093 -0.197
C -19.767 -10.903 -10.478 -0.180 -0.564 -0.836
C -20.348 -13.531 -8.830 -1.542 0.535 1.037
C -19.811 -10.740 -7.420 0.505 -0.565 0.641
Si -16.369 -14.380 -10.592 0.061 -0.479 -1.081
C -16.661 -13.424 -12.187 -1.398 0.235 -0.268
C -17.455 -15.962 -10.543 -0.799 -1.117 0.198
C -14.551 -14.867 -10.748 -1.114 -0.009 -0.892
H -15.502 -11.639 -4.160 -0.237 0.032 -0.193
H -17.265 -11.633 -4.609 0.426 -0.306 -0.073
H -16.153 -10.588 -5.517 0.151 -1.225 0.798
H -17.266 -14.478 -4.859 0.996 -0.007 -0.406
H -15.774 -15.378 -5.423 -0.263 0.282 0.033
H -17.181 -15.045 -6.472 0.567 0.068 0.072
H -13.402 -13.283 -5.342 -0.455 0.241 -0.606
H -13.435 -12.270 -6.850 0.226 0.306 0.089
H -13.594 -14.016 -6.976 -0.195 0.504 0.428
H -19.579 -11.504 -11.404 0.006 0.324 0.742
H -19.132 -10.005 -10.567 -0.355 -0.246 0.175
H -20.859 -10.624 -10.564 1.095 -0.157 0.456
H -20.739 -13.872 -9.790 0.055 0.191 -0.053
H -21.241 -13.440 -8.114 0.999 0.095 -1.075
H -19.797 -14.353 -8.406 0.548 -0.265 0.099
H -18.877 -10.536 -6.855 -0.450 0.133 -0.303
H -20.456 -11.311 -6.703 0.234 0.681 -0.619
H -20.247 -9.765 -7.724 0.127 -0.751 0.197
H -16.954 -14.085 -13.035 0.312 0.152 0.602
H -15.765 -12.881 -12.475 0.091 0.109 0.078
H -17.500 -12.693 -12.107 0.589 -0.356 -0.007
H -17.331 -16.545 -9.589 0.144 0.537 -0.768
H -17.142 -16.665 -11.378 -0.081 0.883 0.855
H -18.585 -15.903 -10.653 1.341 0.509 0.061
H -14.539 -15.477 -11.682 -0.041 0.265 0.493
H -14.243 -15.504 -9.949 0.684 -0.204 0.616
H -13.934 -13.990 -10.969 0.056 -0.193 0.504